No. 1
{"formula": "C2H11NO5", "method": "the ωB97M-V functional and the def2-TZVPD basis", "species": ["O", "C", "N", "C", "O", "H", "H", "H", "H", "H", "O", "H", "H", "O", "H", "H", "O", "H", "H"], "coordinates": [[-0.27, -1.86, 1.02], [-0.88, -1.90, -0.03], [-0.54, -1.21, -1.14], [0.58, -0.28, -1.12], [0.57, 0.50, -2.28], [-1.77, -2.54, -0.14], [-1.27, -1.09, -1.83], [0.49, 0.41, -0.29], [1.51, -0.84, -0.99], [0.54, -0.08, -3.05], [-2.50, 3.64, 0.33], [-1.93, 4.42, 0.26], [-1.91, 2.94, 0.65], [2.34, -3.01, 0.81], [1.54, -2.46, 0.81], [3.10, -2.45, 0.56], [0.00, 2.14, 1.78], [0.83, 2.18, 2.28], [-0.43, 1.49, 2.36]], "e_lumo_ev": 0.39, "orbital_gap_ev": 10.9, "homo_ha": -0.385, "e_above_lowest_kcal_mol": 22.2, "e_tot_ev": -13979.9148, "smiles": "O=CNCO.O.O.O"}

=====

No. 2
{"formula": "C21H33AsIO4PV", "method": "the ωB97M-V functional and the def2-TZVPD basis", "species": ["V", "I", "C", "C", "C", "C", "C", "C", "C", "C", "C", "C", "H", "H", "H", "H", "H", "H", "C", "As", "C", "C", "H", "H", "H", "H", "H", "H", "H", "H", "H", "C", "C", "C", "C", "O", "P", "O", "O", "O", "C", "C", "C", "C", "H", "H", "H", "H", "H", "H", "H", "H", "H", "H", "H", "H", "H", "H", "H", "H", "H", "H"], "coordinates": [[0.90, 0.62, -1.38], [3.13, 1.88, -1.60], [-0.32, 1.62, -2.50], [-0.22, 1.58, -3.88], [-1.36, 1.66, -4.70], [-2.62, 1.71, -4.16], [-2.78, 1.76, -2.76], [-4.04, 1.74, -2.11], [-4.14, 1.78, -0.75], [-2.99, 1.92, 0.05], [-1.76, 1.94, -0.55], [-1.62, 1.78, -1.95], [0.77, 1.49, -4.34], [-1.24, 1.63, -5.78], [-3.50, 1.72, -4.78], [-4.93, 1.67, -2.72], [-5.11, 1.74, -0.28], [-3.08, 2.02, 1.13], [1.31, 1.83, 1.59], [-0.07, 2.46, 0.32], [-0.91, 3.56, 1.75], [0.51, 4.06, -0.66], [0.81, 1.56, 2.53], [1.98, 2.68, 1.75], [1.87, 0.97, 1.23], [-1.31, 2.95, 2.57], [-1.72, 4.17, 1.33], [-0.14, 4.22, 2.15], [-0.34, 4.76, -0.65], [0.81, 3.85, -1.68], [1.36, 4.51, -0.13], [-2.07, -1.72, -3.81], [-1.60, -2.34, -2.50], [-2.77, -2.49, -1.51], [-0.96, -3.70, -2.77], [-0.63, -1.43, -1.97], [0.22, -1.68, -0.60], [-0.09, -2.90, 0.14], [0.11, -0.32, 0.06], [1.74, -1.61, -1.23], [2.81, -2.55, -1.04], [3.16, -2.67, 0.45], [2.43, -3.92, -1.61], [4.01, -1.98, -1.80], [-2.74, -2.39, -4.34], [-1.20, -1.52, -4.44], [-2.59, -0.78, -3.64], [-3.45, -3.26, -1.85], [-3.32, -1.56, -1.40], [-2.38, -2.77, -0.54], [-1.66, -4.38, -3.25], [-0.63, -4.14, -1.83], [-0.11, -3.56, -3.43], [2.26, -2.90, 1.01], [3.59, -1.74, 0.82], [3.88, -3.47, 0.60], [1.61, -4.34, -1.04], [3.28, -4.59, -1.55], [2.13, -3.82, -2.65], [4.32, -1.02, -1.39], [3.76, -1.85, -2.85], [4.86, -2.66, -1.72]], "e_lumo_ev": [-0.16, 0.05], "orbital_gap_ev": [7.4, 6.7], "homo_ha": [-0.278, -0.245], "spin_multiplicity": 2, "e_tot_ev": -134420.4368}

=====

No. 3
{"formula": "C22H28O8S", "method": "the ωB97M-V functional and the def2-TZVPD basis", "species": ["C", "C", "C", "C", "C", "C", "S", "C", "O", "C", "C", "C", "C", "C", "C", "C", "C", "C", "O", "H", "H", "H", "H", "H", "H", "H", "H", "H", "H", "H", "H", "H", "H", "H", "H", "C", "O", "C", "O", "O", "C", "H", "H", "H", "H", "H", "H", "C", "O", "C", "O", "O", "C", "H", "H", "H", "H", "H", "H"], "coordinates": [[6.06, 1.67, 2.10], [4.73, 2.27, 1.48], [3.72, 1.04, 1.36], [4.13, 3.46, 2.36], [2.58, 3.42, 2.24], [1.87, 3.85, 1.15], [2.69, 4.50, -0.33], [0.31, 3.69, 1.28], [-0.44, 4.55, 0.89], [-0.19, 2.40, 1.97], [-1.39, 1.55, 1.54], [-1.10, 0.17, 1.11], [-2.11, -0.78, 0.70], [-3.51, -0.35, 0.71], [-3.81, 1.01, 1.12], [-2.79, 1.98, 1.55], [0.53, 1.98, 3.07], [1.79, 2.82, 3.47], [2.14, 2.97, 4.61], [6.41, 0.89, 1.37], [5.82, 1.14, 3.06], [6.85, 2.44, 2.28], [4.91, 2.70, 0.46], [4.33, 0.20, 0.93], [2.89, 1.24, 0.64], [3.35, 0.70, 2.36], [4.42, 3.27, 3.43], [4.54, 4.47, 2.08], [3.33, 5.67, -0.02], [-0.04, -0.18, 1.13], [-1.80, -1.81, 0.39], [-4.27, -1.10, 0.40], [-4.90, 1.29, 1.14], [-3.05, 3.01, 1.86], [0.21, 1.08, 3.63], [-3.98, 0.32, -2.76], [-4.65, -0.94, -2.78], [-5.26, -1.22, -3.94], [-5.28, -0.52, -4.92], [-5.85, -2.42, -3.82], [-6.54, -2.85, -4.99], [-3.52, 0.44, -1.78], [-3.18, 0.35, -3.51], [-4.68, 1.14, -2.92], [-5.85, -2.95, -5.83], [-7.35, -2.16, -5.23], [-6.97, -3.82, -4.77], [1.12, -6.43, 0.23], [1.82, -5.57, -0.66], [1.24, -4.38, -0.86], [0.22, -4.01, -0.35], [2.00, -3.68, -1.71], [1.50, -2.38, -2.01], [1.68, -7.36, 0.31], [1.05, -5.98, 1.22], [0.13, -6.66, -0.15], [1.44, -1.77, -1.10], [0.52, -2.45, -2.48], [2.19, -1.91, -2.70]], "e_lumo_ev": -0.92, "orbital_gap_ev": 8.3, "homo_ha": -0.340, "e_tot_ev": -50480.5328, "smiles": "CC(C)CC1=C(S)C(=O)C(c2ccccc2)=CC1=O.COC(=O)OC.COC(=O)OC"}

=====

No. 4
{"formula": "C24H39AlClFN4O4", "method": "the ωB97M-V functional and the def2-TZVPD basis", "species": ["C", "C", "C", "O", "Al", "C", "C", "C", "N", "C", "C", "C", "C", "C", "C", "C", "O", "C", "O", "N", "C", "O", "F", "C", "Cl", "C", "C", "H", "H", "H", "H", "H", "H", "H", "H", "H", "H", "H", "H", "H", "H", "H", "H", "H", "H", "H", "H", "H", "H", "H", "H", "H", "H", "H", "H", "C", "C", "N", "C", "C", "N", "C", "C", "H", "H", "H", "H", "H", "H", "H", "H", "H", "H", "H"], "coordinates": [[-4.75, -4.38, 3.26], [-3.40, -4.97, 2.53], [-2.94, -4.10, 1.19], [-2.53, -2.78, 1.69], [-2.39, -1.49, 0.32], [-0.83, -0.25, 0.81], [0.38, -0.19, -0.32], [0.86, 1.40, -0.46], [1.90, 1.62, 0.61], [2.21, 3.08, 0.86], [0.92, 3.92, 1.44], [0.39, 5.20, 0.55], [-0.92, 6.03, 1.08], [-1.63, 5.52, 2.48], [-1.10, 4.23, 3.37], [0.23, 3.38, 2.84], [0.68, 2.21, 3.61], [-2.12, -2.29, -1.57], [-1.29, -3.35, -1.79], [-2.87, -1.63, -2.71], [-2.41, -0.21, -2.97], [-2.12, 0.11, -4.26], [-2.29, 0.88, -1.98], [-4.24, -0.52, 0.24], [-5.58, -1.82, 0.43], [-4.35, 0.72, 1.31], [-5.85, 1.38, 1.44], [-5.19, -3.41, 2.77], [-4.52, -4.09, 4.39], [-5.63, -5.18, 3.32], [-3.54, -6.11, 2.29], [-2.52, -4.88, 3.34], [-2.09, -4.72, 0.67], [-3.86, -4.08, 0.46], [-1.26, 0.80, 1.09], [-0.33, -0.67, 1.81], [1.33, -0.84, -0.02], [0.01, -0.49, -1.40], [-0.12, 2.03, -0.33], [1.34, 1.64, -1.50], [1.70, 1.09, 1.49], [2.69, 3.63, -0.08], [3.03, 3.11, 1.72], [0.98, 5.46, -0.45], [-1.28, 6.93, 0.42], [-2.59, 6.08, 2.85], [-1.70, 3.93, 4.33], [1.29, 2.48, 4.37], [-3.91, -1.71, -2.59], [-4.38, -0.07, -0.84], [-3.64, 1.59, 0.91], [-3.90, 0.38, 2.34], [-5.96, 2.34, 0.77], [-6.03, 1.71, 2.57], [-6.73, 0.67, 1.17], [8.00, -0.05, -3.33], [7.37, -1.35, -2.85], [5.96, -1.17, -2.47], [5.51, -0.45, -1.37], [4.15, -0.55, -1.36], [3.81, -1.34, -2.44], [4.91, -1.70, -3.11], [2.45, -1.74, -2.81], [7.92, 0.73, -2.56], [9.05, -0.20, -3.56], [7.49, 0.31, -4.23], [7.90, -1.73, -1.97], [7.43, -2.11, -3.63], [6.23, 0.05, -0.74], [3.38, -0.17, -0.71], [4.95, -2.31, -4.01], [2.38, -2.83, -2.80], [2.22, -1.36, -3.81], [1.73, -1.33, -2.09]], "e_lumo_ev": -0.85, "orbital_gap_ev": 6.4, "homo_ha": -0.266, "e_above_lowest_kcal_mol": 293.7, "e_tot_ev": -61492.8244}

=====

No. 5
{"formula": "C4H38N2O15", "method": "the ωB97M-V functional and the def2-TZVPD basis", "species": ["O", "C", "C", "C", "N", "C", "N", "H", "H", "H", "H", "H", "H", "H", "H", "H", "H", "H", "H", "O", "H", "H", "O", "H", "H", "O", "H", "H", "O", "H", "H", "O", "H", "H", "O", "H", "H", "O", "H", "H", "O", "H", "H", "O", "H", "H", "O", "H", "H", "O", "H", "H", "O", "H", "H", "O", "H", "H", "O"], "coordinates": [[1.00, 3.78, -1.83], [0.37, 3.56, -0.82], [0.90, 2.87, 0.44], [2.26, 3.62, 0.75], [1.08, 1.50, 0.06], [-0.17, 0.74, -0.03], [-0.04, -0.56, 0.68], [-0.72, 3.73, -0.92], [0.24, 2.97, 1.30], [2.29, 4.48, 0.09], [2.28, 3.94, 1.79], [3.10, 2.98, 0.51], [1.67, 1.20, -0.70], [-0.41, 0.50, -1.06], [-0.96, 1.32, 0.45], [-0.23, -0.40, 1.66], [-0.86, -1.08, 0.40], [-2.37, -2.67, 0.95], [-1.64, -3.70, 1.95], [-1.57, -2.87, 1.47], [-1.74, -1.14, -3.30], [-1.70, 0.45, -2.79], [-2.03, -0.45, -2.72], [3.28, -3.01, 2.07], [2.94, -2.68, 0.57], [3.64, -2.97, 1.19], [-3.47, 1.09, 2.50], [-3.81, 1.43, 1.01], [-3.14, 1.04, 1.60], [-3.59, 0.40, -1.93], [-3.46, 1.85, -2.05], [-4.09, 1.21, -1.70], [-3.04, -0.50, 0.36], [-4.27, -1.23, 0.40], [-3.37, -1.37, 0.08], [-1.63, 0.07, 3.09], [-2.26, -1.13, 3.93], [-2.27, -0.19, 3.75], [1.06, -0.32, -2.27], [1.76, 0.31, -3.37], [0.89, 0.30, -2.99], [-0.23, -2.78, 2.86], [0.99, -2.73, 3.76], [0.12, -3.11, 3.69], [-0.77, 3.08, -3.22], [-0.49, 1.77, -2.75], [-1.27, 2.36, -2.79], [3.69, -0.53, -1.34], [3.99, 0.93, -1.93], [3.34, 0.25, -1.79], [0.05, -3.97, -0.91], [1.38, -4.55, -0.72], [0.80, -4.28, -1.44], [1.87, -1.29, 0.21], [1.14, -2.33, -0.65], [1.96, -1.85, -0.56], [3.43, 0.02, 2.77], [2.24, 0.35, 1.99], [2.53, -0.31, 2.64]], "e_lumo_ev": 0.13, "orbital_gap_ev": 9.2, "homo_ha": -0.334, "e_above_lowest_kcal_mol": 118.1, "e_tot_ev": -38457.1953}

=====

No. 6
{"formula": "C2H5Cl3Si", "method": "the ωB97M-V functional and the def2-TZVPD basis", "species": ["C", "C", "Si", "Cl", "Cl", "Cl", "H", "H", "H", "H", "H"], "coordinates": [[-1.05, 0.94, 0.94], [-0.50, -0.41, -0.75], [1.43, -0.56, -0.52], [-1.20, -1.92, -0.40], [1.74, -0.88, 1.40], [2.16, 1.27, -0.91], [-0.63, 0.49, 1.83], [-0.70, 1.78, 0.53], [-2.12, 0.86, 0.88], [-1.17, -0.02, -1.61], [2.03, -1.55, -1.39]], "e_lumo_ev": 0.51, "orbital_gap_ev": 9.5, "homo_ha": -0.331, "e_above_lowest_kcal_mol": 105.3, "e_tot_ev": -47600.2273}